Entry 1:
Entry from OMol25: a molecular structure, C25H56NbO29S7 (wB97M-V/def2-TZVPD).

Its energy above the lowest of the compared OMol25 structures with the same formula, charge and spin is 23.3 kcal per mole. As for the charge: -1. For the HOMO energy, the calculation gives -3.93 eV.

Geometry (Å):
C  2.496  2.274  1.722
O  2.002  3.048  0.622
C  0.829  2.383  0.097
C  0.330  3.145  -1.142
C  -0.406  4.447  -0.709
C  -1.849  4.063  -0.205
C  -2.188  4.871  1.075
C  -3.413  4.349  1.886
C  -4.646  3.911  1.044
C  -5.062  2.421  1.260
C  -3.902  1.509  0.804
C  -4.222  -0.016  0.790
Nb  -2.640  -1.025  -0.542
H  2.357  2.868  2.638
H  3.577  2.071  1.626
H  1.956  1.320  1.810
H  1.117  1.354  -0.175
H  0.062  2.349  0.894
H  -0.352  2.447  -1.657
H  1.218  3.372  -1.757
H  -0.522  5.134  -1.561
H  0.152  4.869  0.140
H  -2.609  4.309  -0.963
H  -1.813  2.980  -0.024
H  -2.327  5.933  0.797
H  -1.296  4.806  1.726
H  -3.057  3.551  2.559
H  -3.733  5.165  2.561
H  -5.502  4.516  1.402
H  -4.534  4.148  -0.025
H  -5.234  2.252  2.348
H  -6.005  2.260  0.715
H  -3.632  1.772  -0.234
H  -3.007  1.691  1.416
H  -4.179  -0.479  1.794
H  -5.188  -0.237  0.300
H  -3.146  0.066  -1.956
H  -3.872  -2.276  -1.069
H  -1.997  -2.083  0.819
H  -1.408  0.275  -0.039
H  -1.318  -1.673  -1.658
C  0.079  -5.594  -3.697
C  -0.659  -4.457  -4.366
O  -2.025  -4.637  -3.999
S  -2.103  -5.285  -2.529
O  -2.308  -4.251  -1.590
O  -2.946  -6.427  -2.606
O  -0.548  -5.760  -2.422
H  -0.037  -6.528  -4.256
H  1.137  -5.376  -3.572
H  -0.549  -4.470  -5.446
H  -0.330  -3.490  -3.977
C  -7.382  1.578  5.909
C  -8.693  2.336  5.884
O  -8.395  3.554  5.197
S  -7.255  3.270  4.088
O  -7.884  3.077  2.834
O  -6.210  4.206  4.287
O  -6.780  1.838  4.641
H  -6.718  1.961  6.687
H  -7.522  0.508  6.048
H  -9.074  2.543  6.882
H  -9.452  1.798  5.310
C  4.099  7.787  2.542
C  3.397  7.887  1.202
O  3.724  6.667  0.531
S  3.868  5.482  1.611
O  2.661  4.755  1.657
O  5.127  4.847  1.412
O  3.967  6.419  2.926
H  5.164  8.016  2.448
H  3.654  8.436  3.293
H  3.730  8.743  0.621
H  2.312  7.928  1.322
C  7.776  2.939  0.426
C  7.970  3.125  -1.062
O  9.242  2.523  -1.337
S  9.473  1.283  -0.342
O  9.117  0.086  -1.014
O  10.731  1.448  0.293
O  8.308  1.636  0.708
H  8.349  3.672  0.997
H  6.729  2.994  0.716
H  7.969  4.172  -1.354
H  7.209  2.589  -1.632
C  -0.582  -10.808  -0.405
C  -0.212  -11.075  -1.850
O  -0.338  -9.810  -2.498
S  0.038  -8.633  -1.458
O  1.392  -8.262  -1.673
O  -1.012  -7.694  -1.448
O  -0.027  -9.526  -0.113
H  -1.666  -10.750  -0.277
H  -0.177  -11.559  0.271
H  -0.862  -11.810  -2.319
H  0.828  -11.400  -1.939
C  -2.412  -7.404  -8.835
C  -3.091  -6.107  -8.446
O  -2.126  -5.423  -7.644
S  -0.650  -5.781  -8.160
O  -0.210  -4.741  -9.018
O  0.112  -6.234  -7.054
O  -1.044  -7.050  -9.067
H  -2.443  -8.129  -8.018
H  -2.846  -7.848  -9.728
H  -4.009  -6.267  -7.887
H  -3.302  -5.490  -9.323
C  6.744  0.447  4.548
C  5.937  1.541  3.882
O  4.584  1.274  4.261
S  4.558  0.626  5.731
O  4.293  1.650  6.677
O  3.807  -0.573  5.683
O  6.123  0.256  5.823
H  6.678  -0.491  3.991
H  7.790  0.720  4.671
H  6.039  1.534  2.800
H  6.209  2.527  4.267

=====

Entry 2:
Entry from OMol25: C9H10N2S2 in the gas phase (wB97M-V/def2-TZVPD).

Its energy above the lowest of the compared OMol25 structures with the same formula, charge and spin is 7.8 kcal per mole. As for the charge: 0. For the HOMO energy, the calculation gives -8.22 eV. Its SMILES is NCCSc1nc2ccccc2s1.

Geometry (Å):
N  -3.993  1.629  -0.113
C  -2.512  1.723  0.060
C  -1.837  2.190  -1.247
S  -0.101  2.593  -1.128
C  0.648  1.138  -0.648
N  0.216  -0.064  -0.618
C  1.108  -0.944  -0.077
C  0.899  -2.333  0.101
C  1.916  -3.105  0.639
C  3.118  -2.477  1.028
C  3.360  -1.110  0.819
C  2.311  -0.302  0.326
S  2.248  1.402  0.003
H  -4.255  0.699  -0.426
H  -4.467  1.746  0.820
H  -2.132  0.758  0.442
H  -2.255  2.443  0.768
H  -2.321  3.044  -1.773
H  -1.934  1.516  -2.089
H  0.009  -2.718  -0.448
H  1.817  -4.134  0.873
H  3.886  -3.032  1.524
H  4.270  -0.662  1.166

=====

Entry 3:
Entry from OMol25: 3 unconnected molecules or ions with the total composition C7H21B3N4O6S (wB97M-V/def2-TZVPD).

As for the charge: 0. For the HOMO energy, the calculation gives -9.61 eV. Its SMILES is COCCCCB1OBOB(S)O1.NC(N)=O.NC(N)=O.

Geometry (Å):
C  3.771  -1.887  -2.430
O  4.154  -0.711  -3.226
C  2.989  0.049  -3.704
C  2.703  1.231  -2.579
C  1.114  1.514  -2.292
C  0.237  1.894  -3.645
B  -1.272  1.214  -3.393
O  -2.002  1.398  -2.107
B  -2.342  0.070  -1.549
O  -2.942  -0.974  -2.412
B  -2.409  -0.833  -3.781
S  -2.211  -2.417  -4.825
O  -1.996  0.427  -4.438
H  4.293  -1.921  -1.358
H  4.133  -2.878  -2.984
H  2.605  -1.992  -2.308
H  3.327  0.560  -4.729
H  2.048  -0.596  -3.968
H  3.183  2.221  -3.034
H  3.230  0.917  -1.559
H  1.066  2.482  -1.598
H  0.610  0.653  -1.665
H  0.098  3.079  -3.657
H  0.759  1.502  -4.617
H  -2.082  -0.105  -0.403
H  -1.137  -3.157  -4.304
N  -2.503  -1.125  2.655
C  -2.174  0.179  2.665
N  -2.880  0.927  3.532
O  -1.306  0.647  1.945
H  -3.215  -1.529  3.240
H  -1.995  -1.723  2.016
H  -2.664  1.915  3.571
H  -3.599  0.560  4.133
N  -0.813  0.689  6.203
C  -0.006  0.007  7.035
N  0.259  -1.254  6.647
O  0.450  0.492  8.058
H  -1.198  0.307  5.356
H  -1.037  1.642  6.457
H  0.863  -1.802  7.246
H  -0.107  -1.671  5.808

=====

Entry 4:
Entry from OMol25: 2 unconnected molecules or ions with the total composition C4H7NO2 (wB97M-V/def2-TZVPD).

Its energy above the lowest of the compared OMol25 structures with the same formula, charge and spin is 107.3 kcal per mole. As for the charge: 0. For the HOMO energy (spin up / spin down), the calculation gives -7.69 / -7.54 eV.

Geometry (Å):
C  -0.142  -2.208  -0.806
N  -1.320  -1.382  -0.777
C  -1.652  -0.320  -0.322
C  0.865  0.504  1.226
O  1.166  1.390  0.307
C  0.508  2.427  -0.077
O  -2.115  0.698  0.054
H  0.722  -1.662  -0.413
H  -0.304  -3.111  -0.210
H  0.059  -2.522  -1.833
H  1.682  -0.157  1.478
H  0.030  0.715  1.886
H  0.937  2.959  -0.913
H  -0.435  2.671  0.399

=====

Entry 5:
Entry from OMol25: a molecular structure, C4H5F2LiO2Zn (wB97M-V/def2-TZVPD).

As for the charge: -1. The multiplicity is 2. For the HOMO energy (spin up / spin down), the calculation gives -1.82 / -1.77 eV. Its expectation value of S² is 0.756.

Geometry (Å):
O  -1.366  3.294  -0.857
C  -0.828  2.724  -2.042
C  -1.230  1.243  -2.016
Li  -0.814  1.817  -0.005
H  0.271  2.848  -2.092
H  -1.252  3.224  -2.955
F  -0.810  0.741  -3.367
C  -2.567  -0.535  0.097
C  -3.835  -0.859  -0.080
O  -2.616  1.201  -2.000
H  -1.663  -1.117  -0.129
F  -2.274  0.621  0.910
H  -4.645  -0.202  0.239
H  -4.065  -1.768  -0.632
Zn  -3.196  2.877  -1.293

=====

Entry 6:
Entry from OMol25: a molecular structure, C40H68N2O18SSi2 (wB97M-V/def2-TZVPD).

As for the charge: 0. For the HOMO energy, the calculation gives -8.47 eV.

Geometry (Å):
C  -1.958  -3.278  -3.733
C  -1.623  -2.562  -2.658
Si  -0.124  -1.479  -2.697
C  -0.031  -0.398  -4.250
S  -1.603  -0.228  -5.136
C  -1.145  -0.309  -6.873
C  -1.089  -1.719  -7.439
C  1.397  -2.582  -2.792
C  1.511  -3.517  -1.634
C  2.166  -2.963  -0.399
N  1.062  -4.703  -1.746
O  0.057  -0.589  -1.312
Si  -1.001  0.512  -0.665
C  -1.719  1.694  -1.960
O  -2.207  2.799  -1.205
C  -2.743  3.809  -2.031
C  -2.498  -0.230  0.183
C  -2.426  -0.479  1.688
C  -3.416  -1.581  2.113
O  -1.098  -0.842  2.022
C  -0.854  -0.859  3.414
C  0.495  -0.287  3.745
C  0.707  0.263  4.999
C  1.947  0.771  5.351
C  2.993  0.733  4.438
C  2.780  0.202  3.181
C  1.540  -0.302  2.829
C  0.039  1.552  0.484
C  1.435  1.517  0.409
C  2.182  2.293  1.286
C  1.504  3.072  2.217
N  0.174  3.140  2.300
C  -0.527  2.398  1.440
H  -2.915  -3.784  -3.791
H  -1.285  -3.402  -4.573
H  -2.256  -2.671  -1.784
H  0.699  -0.843  -4.927
H  0.329  0.601  -4.002
H  -0.222  0.237  -7.070
H  -1.927  0.249  -7.390
H  -1.023  -1.670  -8.529
H  -0.219  -2.274  -7.092
H  -2.004  -2.260  -7.207
H  2.288  -1.959  -2.899
H  1.288  -3.165  -3.710
H  2.129  -3.694  0.407
H  1.664  -2.049  -0.080
H  3.207  -2.710  -0.606
H  1.216  -5.200  -0.869
H  -0.982  2.039  -2.693
H  -2.566  1.221  -2.473
H  -1.952  4.298  -2.605
H  -3.212  4.546  -1.383
H  -3.503  3.409  -2.708
H  -3.295  0.502  0.021
H  -2.832  -1.147  -0.303
H  -2.721  0.442  2.203
H  -4.238  -1.681  1.409
H  -2.866  -2.523  2.143
H  -3.803  -1.413  3.116
H  -1.619  -0.297  3.956
H  -0.909  -1.889  3.785
H  -0.106  0.295  5.714
H  2.092  1.181  6.342
H  3.962  1.119  4.721
H  3.596  0.197  2.471
H  1.376  -0.709  1.841
H  1.923  0.889  -0.328
H  3.263  2.293  1.265
H  2.071  3.663  2.927
H  -1.605  2.479  1.520
C  6.431  -1.180  2.236
O  7.497  -1.878  1.583
C  7.101  -2.693  0.609
O  5.962  -2.870  0.260
O  8.175  -3.279  0.088
C  7.891  -4.191  -0.978
H  6.904  -0.564  2.994
H  5.895  -0.551  1.528
H  5.742  -1.881  2.703
H  7.409  -3.675  -1.805
H  7.256  -5.002  -0.629
H  8.852  -4.583  -1.295
C  4.725  9.017  0.860
O  4.133  7.763  1.201
C  2.951  7.541  0.622
O  2.390  8.294  -0.131
O  2.508  6.354  1.017
C  1.240  5.975  0.468
H  5.667  9.055  1.398
H  4.906  9.079  -0.212
H  4.086  9.841  1.171
H  1.300  5.916  -0.618
H  0.468  6.686  0.756
H  1.023  4.999  0.889
C  -7.082  -3.619  -1.666
O  -6.819  -2.213  -1.606
C  -6.279  -1.714  -2.718
O  -6.013  -2.337  -3.711
O  -6.075  -0.409  -2.536
C  -5.472  0.242  -3.659
H  -7.514  -3.879  -0.704
H  -7.788  -3.843  -2.463
H  -6.161  -4.176  -1.824
H  -6.107  0.175  -4.540
H  -4.497  -0.196  -3.868
H  -5.349  1.284  -3.376
C  -1.806  -5.787  -1.208
O  -2.140  -7.110  -0.757
C  -3.070  -7.715  -1.485
O  -3.636  -7.252  -2.441
O  -3.279  -8.930  -0.975
C  -4.266  -9.695  -1.671
H  -1.055  -5.413  -0.524
H  -1.402  -5.809  -2.214
H  -2.687  -5.147  -1.166
H  -3.967  -9.858  -2.705
H  -5.231  -9.195  -1.643
H  -4.326  -10.646  -1.149
C  2.185  8.035  6.881
O  1.143  7.072  7.056
C  1.086  6.149  6.093
O  1.822  6.086  5.143
O  0.085  5.320  6.366
C  -0.087  4.278  5.393
H  2.108  8.710  7.728
H  3.159  7.550  6.879
H  2.047  8.585  5.953
H  0.805  3.657  5.333
H  -0.313  4.690  4.414
H  -0.923  3.678  5.738